# 1
Computed, not measured: a 10-piece molecular cluster, C9H36F2NO13S2 overall in a non-equilibrium geometry, with ωB97M-V/def2-TZVPD.

Last column: Mulliken charge in e.
Cartesian coordinates (Å):
N  -0.88836  0.89470  -0.03742  -0.08
S  -0.24402  0.60306  -1.48283  0.97
O  -0.74536  -0.54596  -2.13578  -0.52
O  1.11367  1.00054  -1.65214  -0.43
F  -1.06704  1.73217  -2.27513  -0.41
S  -0.27403  -0.40220  0.79868  0.68
O  1.13678  -0.48363  0.91993  -0.53
O  -0.98107  -1.60932  0.59666  -0.71
F  -0.72648  0.11719  2.21604  -0.30
C  -0.68883  0.20157  -5.74804  -0.41
O  -1.67819  -0.77290  -5.45739  -0.47
H  -0.38461  0.80034  -4.88976  0.07
H  0.19961  -0.32863  -6.10666  0.18
H  -1.02426  0.91030  -6.51203  0.33
H  -2.37993  -0.72210  -6.10884  0.28
C  -4.12119  0.17359  -0.83406  -0.35
O  -3.60963  1.27507  -0.12626  -0.59
H  -3.62309  -0.76249  -0.55921  0.02
H  -5.18558  0.06163  -0.61093  0.30
H  -4.03072  0.29022  -1.92246  0.21
H  -2.64749  1.15981  -0.07071  0.40
C  -1.59722  -3.48399  4.11494  -0.74
O  -2.10040  -2.37741  3.40446  -0.32
H  -0.65541  -3.87506  3.72381  0.24
H  -1.42381  -3.23882  5.17373  0.36
H  -2.37573  -4.24941  4.13540  0.28
H  -1.92872  -1.54694  3.85767  0.22
C  -3.27021  -4.23368  0.75737  -0.50
O  -2.80666  -3.43428  -0.32495  -0.50
H  -4.11084  -4.81349  0.38072  0.30
H  -2.46442  -4.89669  1.09495  0.19
H  -3.57795  -3.59817  1.59156  0.14
H  -2.20409  -2.78299  0.06381  0.57
C  3.34613  3.85365  -2.13225  -0.24
O  2.70338  4.30387  -3.30930  -0.53
H  2.99816  2.84990  -1.85731  0.00
H  4.43259  3.87757  -2.21592  0.29
H  3.02769  4.41466  -1.25108  0.21
H  2.99116  3.71897  -4.01392  0.30
C  4.27441  1.11344  0.26752  -0.21
O  5.21470  2.10383  -0.19113  -0.53
H  4.80685  0.32078  0.79945  0.39
H  3.47750  1.52617  0.88643  0.10
H  3.79187  0.67676  -0.60520  -0.03
H  5.32367  2.67870  0.57120  0.30
C  1.04898  3.44196  1.58553  -0.17
O  -0.35425  3.31065  1.37759  -0.57
H  1.33833  2.88504  2.48237  0.18
H  1.59986  3.07507  0.71516  -0.15
H  1.23886  4.50768  1.71143  0.34
H  -0.48914  2.53037  0.81580  0.39
C  -0.57243  0.16305  5.53734  -0.47
O  -1.98335  0.26069  5.42559  -0.51
H  -0.03339  0.79697  4.83573  0.12
H  -0.26972  0.46336  6.54489  0.33
H  -0.22572  -0.84543  5.28081  0.22
H  -2.37864  -0.42822  5.96586  0.31
C  2.64328  -2.03656  -2.20595  -0.42
O  1.58177  -2.29998  -3.08577  -0.43
H  2.25950  -1.69485  -1.25136  0.03
H  3.32190  -2.89865  -2.13639  0.39
H  3.32240  -1.24373  -2.56224  0.22
H  1.92891  -2.48774  -3.96002  0.25

Results
Energy   -2393.3869 Ha
Charge   -1
ΔE to the lowest compared entry with this formula, charge and spin   0.411 eV

***

# 2
Computed, not measured: C10H9I3 as an isolated structure in a non-equilibrium geometry, with ωB97M-V/def2-TZVPD.

Last column: Mulliken charge in e.
Cartesian coordinates (Å):
C  0.04759  3.17945  0.48239  -0.20
C  0.89063  2.53016  1.34885  -0.85
C  -0.61297  2.47048  -0.50125  -0.64
C  1.05908  1.18093  1.22741  -0.17
C  -0.43157  1.08654  -0.65336  -0.30
C  0.49671  0.43166  0.21307  1.03
C  -1.46568  -2.57441  -1.50220  -0.65
C  -1.21072  -2.05707  -0.30407  -0.28
C  1.03346  -0.93113  0.02875  -1.53
C  0.02753  -2.24023  0.47044  -0.38
I  1.66655  -1.19008  -2.06091  0.14
I  -0.42173  -1.88345  2.55970  0.16
I  1.03209  -4.05009  0.26123  0.30
H  -0.05111  4.30936  0.47580  0.30
H  1.32524  3.25811  2.02245  0.34
H  -1.24130  3.10709  -1.16800  0.29
H  1.68886  0.46025  1.84953  0.25
H  -0.85889  0.48626  -1.39335  0.51
H  -2.32428  -2.01664  -2.03942  0.21
H  -0.74616  -3.23117  -1.93580  0.33
H  -1.87727  -1.30572  0.13973  0.34
H  1.97392  -1.02029  0.47902  0.80

Results
Energy   -1279.4598 Ha
Charge   0

***

# 3
Computed, not measured: a 15-piece molecular cluster, CH29O17 overall in a non-equilibrium geometry, with ωB97M-V/def2-TZVPD.

Last column: Mulliken charge in e.
Cartesian coordinates (Å):
C  0.18568  -0.38918  0.02488  -0.07
O  -0.19345  0.76637  0.28283  -0.22
O  0.78532  -0.59044  -1.12647  -0.09
O  0.17989  -1.27626  0.90678  -0.08
H  0.79648  0.17742  -1.65358  0.11
O  0.26169  -2.71047  -3.15727  -0.67
H  0.17059  -1.75231  -3.13298  0.35
H  1.18296  -2.89404  -3.42601  0.33
O  2.21162  -2.79746  2.12403  -0.69
H  2.96900  -3.06506  1.58827  0.29
H  1.69897  -2.15520  1.65662  0.29
O  1.84568  2.58059  -1.90623  -0.50
H  2.56324  2.03748  -1.65428  0.27
H  2.35285  3.35563  -2.11832  0.21
O  2.24220  1.95930  1.17565  -0.67
H  1.42362  1.57419  0.78732  0.37
H  2.10510  2.86505  0.89088  0.26
O  -0.56894  -3.36565  -0.56918  -0.76
H  -0.36966  -2.65215  0.03744  0.14
H  -0.36159  -2.99243  -1.41668  0.51
O  -1.11085  2.83898  -2.15447  -0.76
H  -0.16438  2.67929  -2.08462  0.23
H  -1.38917  2.56706  -1.24909  0.57
O  2.34423  -2.68750  -0.98544  -0.73
H  1.76968  -3.35441  -0.59698  0.40
H  1.77718  -1.91835  -1.13610  0.30
O  0.48575  0.40067  3.14801  -0.70
H  1.17553  -0.11184  3.47131  0.26
H  0.30479  0.14124  2.23963  0.20
O  -3.23456  0.15423  -0.43454  -0.69
H  -2.84811  0.96070  -0.10176  0.44
H  -2.60001  -0.22964  -0.98978  0.32
O  -2.61894  0.41093  2.58697  -0.74
H  -1.86831  0.86261  2.23807  0.32
H  -2.77417  -0.30903  2.00985  0.36
O  -0.86355  -2.94728  2.64672  -0.68
H  -0.53249  -2.32399  2.00577  0.43
H  -0.51951  -3.82147  2.65367  0.29
O  -2.21151  2.51407  0.31931  -0.60
H  -1.63383  2.58117  1.08646  0.33
H  -2.81034  3.25276  0.18650  0.21
O  -0.62937  2.88486  2.30055  -0.56
H  -0.02308  2.24883  2.68329  0.28
H  -0.72918  3.64285  2.81484  0.20
O  -0.25903  0.02879  -3.68249  -0.56
H  -0.70172  -0.03206  -4.53142  0.23
H  0.18367  0.89113  -3.75795  0.25

Results
Energy   -1334.7098 Ha
Charge   -1
ΔE to the lowest compared entry with this formula, charge and spin   0.375 eV

***

# 4
Computed, not measured: C4H7NdO3 as an isolated structure in a non-equilibrium geometry, with ωB97M-V/def2-TZVPD.

Last column: Löwdin spin population.
Cartesian coordinates (Å):
H  -0.67427  -2.17245  3.55783  -0.02
O  1.77501  -0.31244  1.64358  0.20
C  2.36402  -0.12176  0.55585  0.19
C  1.61965  -0.02754  -0.64899  0.38
O  0.33292  -0.26088  -0.52119  0.18
C  -0.66940  0.54482  -1.19600  0.01
C  -1.96402  0.29347  -0.42569  0.00
O  -1.76869  0.39688  0.93596  -0.01
Nd  -0.37676  -0.75752  2.07315  3.05
H  3.45947  -0.04680  0.50877  0.00
H  2.01983  0.31225  -1.60559  0.02
H  -0.72380  0.23304  -2.24653  0.00
H  -0.34956  1.59154  -1.11466  0.00
H  -2.34736  -0.70779  -0.71631  0.00
H  -2.69703  1.03518  -0.80017  0.00

Results
⟨S²⟩   6.014
Multiplicity   5
Energy   -943.4066 Ha
Charge   +1
ΔE to the lowest compared entry with this formula, charge and spin   0.000 eV

***

# 5
Computed, not measured: C45H56BaCl2IN4O2P as an isolated structure in a non-equilibrium geometry, with ωB97M-V/def2-TZVPD.

Last column: Mulliken charge in e.
Cartesian coordinates (Å):
Ba  -0.17147  -0.30661  0.26702  2.56
C  -1.02928  -1.89960  -2.89435  -1.01
N  -0.09216  -2.35899  -1.86864  1.85
C  -0.51821  -3.63766  -1.32993  -1.05
C  1.23770  -2.31819  -2.41716  -0.78
C  1.82855  -3.44798  -2.95427  -0.01
C  3.05629  -3.40713  -3.61187  -1.00
C  3.65852  -2.16973  -3.78264  -0.72
C  3.09197  -1.02559  -3.24528  -0.97
C  1.90648  -1.05157  -2.46734  -0.12
N  1.33249  0.03340  -1.87378  0.46
C  2.05287  1.19159  -1.66490  0.44
C  3.42512  1.23766  -1.34832  -0.34
C  4.08908  2.42748  -1.10568  -1.34
C  3.40902  3.63577  -1.15889  -0.94
C  2.04483  3.61818  -1.42114  -0.02
C  1.36233  2.43106  -1.64564  -0.52
N  -0.05267  2.41266  -1.84635  1.43
C  -0.40393  2.22713  -3.24118  -1.18
C  -0.80141  3.48137  -1.22233  -1.14
H  -0.97212  -2.53626  -3.79316  0.37
H  -0.77890  -0.87678  -3.17470  -0.03
H  -2.04553  -1.91689  -2.50670  0.30
H  -0.72544  -4.38776  -2.11184  0.41
H  -1.43726  -3.48238  -0.75898  0.01
H  0.24281  -4.02506  -0.65402  0.21
H  1.31704  -4.39906  -2.86296  0.31
H  3.50696  -4.31384  -3.99665  0.38
H  4.58798  -2.08913  -4.33801  0.36
H  3.58442  -0.07562  -3.40002  0.51
H  3.96075  0.30187  -1.25778  0.63
H  5.14335  2.40706  -0.85002  0.33
H  3.91830  4.57294  -0.96740  0.38
H  1.49319  4.55136  -1.42379  0.35
H  -0.11849  3.10175  -3.85202  0.26
H  -1.48264  2.07983  -3.33761  0.38
H  0.10569  1.34329  -3.62379  0.16
H  -0.75574  4.43174  -1.78407  0.33
H  -0.42374  3.65065  -0.21450  0.33
H  -1.84994  3.18281  -1.14440  0.13
Cl  -1.24073  5.39119  5.84532  -0.29
C  -1.06616  4.24633  4.52408  0.18
C  -2.19594  3.57892  4.04382  -0.65
C  -2.07525  2.67278  3.02215  0.78
Cl  -3.50687  1.95769  2.35914  -0.18
C  -0.80861  2.31807  2.43816  -1.97
O  -0.68999  1.40860  1.56365  0.40
C  0.29059  3.10448  2.90411  1.57
C  1.61153  2.99864  2.28351  -0.86
O  1.93684  2.26560  1.38231  -0.02
C  0.15306  4.03211  3.94146  -0.98
H  -3.17194  3.78420  4.46235  0.45
H  2.35942  3.70642  2.71418  -0.03
H  1.02624  4.58319  4.27351  0.36
I  -2.95739  -1.75283  2.79211  0.14
C  -4.41904  -1.81518  1.27708  0.07
C  -5.57538  -2.48275  1.57779  -0.53
C  -6.62570  -2.52511  0.63622  -0.50
C  -6.49266  -1.87012  -0.55324  -0.84
C  -5.30365  -1.16478  -0.86755  1.42
C  -5.20120  -0.44214  -2.08245  -1.28
C  -4.06235  0.26220  -2.35137  -0.53
C  -2.97214  0.21834  -1.45229  0.44
C  -2.95194  -0.49303  -0.26616  1.13
C  -4.19378  -1.14726  0.03725  -1.22
H  -5.68702  -2.96979  2.53713  0.39
H  -7.53679  -3.06224  0.87475  0.35
H  -7.30326  -1.86542  -1.27606  0.31
H  -6.03910  -0.45371  -2.77276  0.26
H  -3.98496  0.83635  -3.27178  0.36
H  -2.07877  0.77464  -1.75195  -0.57
C  3.10600  -3.78106  0.32332  -2.50
C  2.83277  -4.11540  1.79680  3.21
C  4.09736  -4.70927  2.42182  -2.03
C  1.73938  -5.19485  1.79757  -2.04
P  2.05513  -2.54621  2.59587  -1.07
N  0.98851  -1.89811  1.70221  -0.52
C  3.52547  -1.38906  3.00585  2.95
C  4.50624  -1.82245  4.09713  -2.25
C  4.30341  -1.17533  1.69804  -2.12
C  2.93420  -0.02244  3.37456  -2.14
C  1.35075  -3.12470  4.29698  2.73
C  1.00159  -1.84815  5.07784  -2.01
C  0.01554  -3.83260  4.00536  -1.50
C  2.20121  -4.02663  5.19449  -1.98
H  3.09822  -4.69753  -0.27694  0.67
H  4.07136  -3.30216  0.16682  0.19
H  2.33412  -3.11527  -0.06141  0.17
H  4.33227  -5.65559  1.91739  0.50
H  3.98524  -4.92440  3.48445  0.25
H  4.96178  -4.05728  2.29571  0.35
H  2.02025  -5.98953  1.09746  0.65
H  0.78197  -4.77961  1.47945  0.24
H  1.61077  -5.65375  2.77771  0.37
H  4.92085  -2.81624  3.92800  0.26
H  4.04979  -1.80640  5.08698  0.33
H  5.34495  -1.11502  4.11732  0.53
H  4.92911  -2.03001  1.44095  0.27
H  4.95936  -0.30573  1.80976  0.74
H  3.62354  -0.97465  0.86848  0.09
H  2.61161  0.03059  4.41405  0.20
H  2.08134  0.20114  2.73796  -0.03
H  3.68376  0.75924  3.21519  0.69
H  0.48025  -1.13282  4.43875  0.25
H  1.88243  -1.36482  5.50044  0.23
H  0.33848  -2.10526  5.91104  0.69
H  -0.43806  -3.42212  3.10345  -0.04
H  -0.67972  -3.68001  4.83760  0.57
H  0.13599  -4.90837  3.87696  0.20
H  3.17319  -3.59659  5.43706  0.26
H  2.36336  -5.00907  4.75137  0.27
H  1.66681  -4.18566  6.14028  0.52

Results
Energy   -3702.8397 Ha
Charge   -2
ΔE to the lowest compared entry with this formula, charge and spin   1.502 eV